Record 1
The following is a DFT calculation (the ωB97M-V functional and the def2-TZVPD basis) of a 8-piece molecular cluster, C17H36Cl6N2O13 overall.

**Frontier orbital gap**: 10.0408 eV
**SMILES**: C[N+](=O)[O-].C[N+](=O)[O-].COC(=O)OC.COC(=O)OC.COC(=O)OC.ClCCCl.ClCCCl.ClCCCl
**Net charge**: 0
**LUMO energy**: -0.005 hartree

The geometry in XYZ format:
```
74
Properties=species:S:1:pos:R:3:forces:R:3
C -2.076 -0.893 -3.161 1.34 -0.88 0.58
N -3.274 -0.488 -3.899 0.00 0.22 -0.89
O -3.142 0.363 -4.757 0.15 0.15 0.07
O -4.313 -1.063 -3.679 -0.24 -0.25 0.56
H -1.190 -0.331 -3.437 -0.43 0.55 -0.11
H -1.824 -1.927 -3.398 -0.54 -0.13 -0.23
H -2.220 -0.881 -2.086 -0.36 0.32 -0.01
C -2.505 3.624 3.801 0.90 0.22 0.90
N -1.921 3.168 2.509 -1.49 -0.76 -0.16
O -2.652 3.314 1.546 0.35 0.29 -0.27
O -0.863 2.585 2.481 0.00 0.04 0.52
H -3.482 4.065 3.670 0.02 -0.03 -0.38
H -1.802 4.333 4.239 -0.03 0.08 -0.15
H -2.546 2.788 4.497 0.01 -0.21 -0.29
C -2.711 -3.391 -0.200 -0.36 1.47 -0.80
O -1.829 -4.229 -0.933 0.07 -0.60 0.80
C -2.189 -4.629 -2.137 0.31 0.53 -0.05
O -3.187 -4.314 -2.721 -0.44 -0.26 -0.27
O -1.186 -5.364 -2.618 0.06 -0.97 0.19
C -1.521 -6.180 -3.743 -0.09 1.16 -1.07
H -2.342 -2.379 -0.363 0.17 0.07 0.52
H -2.722 -3.626 0.858 0.26 -0.32 -0.07
H -3.720 -3.334 -0.612 0.01 -0.70 -0.01
H -2.538 -6.560 -3.694 0.10 -0.26 0.30
H -0.762 -6.937 -3.899 -0.01 -0.14 0.52
H -1.490 -5.531 -4.624 -0.08 -0.12 -0.08
C 0.380 4.682 0.804 0.55 -0.69 -0.25
O 0.845 4.518 2.140 -0.06 1.19 0.37
C 1.675 3.539 2.427 0.28 0.13 -0.15
O 2.119 2.735 1.649 -0.10 -0.19 -0.01
O 1.972 3.635 3.730 -0.82 -0.68 0.15
C 2.554 2.458 4.306 1.76 0.70 0.13
H -0.171 5.614 0.791 -0.21 -0.09 0.01
H -0.205 3.799 0.551 -0.25 0.33 -0.02
H 1.203 4.733 0.089 0.13 0.08 0.15
H 2.270 2.337 5.349 -0.71 0.12 -0.20
H 3.623 2.700 4.364 0.00 -0.48 -0.15
H 2.427 1.564 3.705 -0.27 0.07 -0.04
C -1.042 3.041 -1.735 0.48 -0.15 -0.29
O -1.000 2.385 -3.001 -1.22 -0.18 -0.26
C 0.123 2.215 -3.663 0.70 -0.13 0.44
O 1.221 2.553 -3.291 0.23 0.07 -0.09
O -0.163 1.567 -4.783 -0.83 -0.20 -0.14
C 0.885 0.951 -5.503 0.69 0.24 -0.46
H -0.017 3.183 -1.403 -0.10 0.17 0.12
H -1.592 2.403 -1.051 0.06 -0.09 0.04
H -1.586 3.975 -1.854 0.16 0.15 0.00
H 0.521 0.656 -6.485 -0.39 0.19 0.11
H 1.222 0.048 -4.999 0.16 0.15 0.15
H 1.689 1.673 -5.654 0.18 -0.23 0.13
Cl 1.330 -3.944 3.593 0.12 -0.01 0.17
C 1.745 -3.791 5.324 -0.77 -0.83 0.13
C 0.828 -2.811 6.085 1.03 -1.04 -1.12
Cl -0.875 -3.387 6.033 0.58 0.27 0.25
H 2.818 -3.628 5.381 -0.11 0.69 0.13
H 1.592 -4.774 5.772 -0.08 -0.05 -0.17
H 0.880 -1.849 5.591 -0.14 0.28 0.41
H 1.249 -2.858 7.087 -0.57 0.56 0.29
Cl -1.204 -0.028 0.491 -0.60 -0.14 -0.11
C 0.496 -0.111 0.941 0.96 0.10 -0.29
C 0.947 -1.463 1.465 0.13 0.32 -0.35
Cl 0.840 -2.746 0.155 -0.16 0.64 1.12
H 0.655 0.722 1.625 0.10 -0.35 0.33
H 1.084 0.136 0.059 -0.22 -0.12 -0.05
H 0.431 -1.739 2.379 -0.44 -0.41 -0.36
H 1.998 -1.409 1.740 0.05 0.09 -0.24
Cl 3.893 0.289 0.238 0.05 -0.23 0.13
C 3.332 1.141 -1.252 -0.03 -0.14 1.17
C 3.340 0.181 -2.418 -0.14 0.30 -0.01
Cl 1.779 -0.687 -2.534 -0.12 0.01 0.00
H 3.999 1.998 -1.276 0.04 -0.07 -0.71
H 2.341 1.501 -0.989 -0.01 0.08 -0.36
H 4.053 -0.623 -2.272 0.32 0.26 -0.14
H 3.503 0.728 -3.344 -0.07 -0.15 -0.08
```
Forces are in eV/Å.

These are the Löwdin partial charges, in e, on atoms 1 to 2: 0.04 -0.44

***

Record 2
The following is a DFT calculation (the ωB97M-V functional and the def2-TZVPD basis) of C17H36KNSi4Te as an isolated structure.

**Frontier orbital gap**: 2.6736 eV
**Net charge**: -2
**LUMO energy**: 0.145 hartree
**Energy relative to the best compared isomer or geometry (same formula, charge and spin)**: 0.000 eV

The geometry in XYZ format:
```
60
Properties=species:S:1:pos:R:3:forces:R:3
K -0.738 0.540 -2.954 0.06 0.08 0.09
C -1.702 -0.023 2.212 0.00 0.02 -0.01
Si -0.773 -1.640 2.466 0.00 -0.01 0.00
C -0.783 -2.018 4.323 0.02 -0.01 0.01
C -1.721 -3.012 1.597 0.00 -0.01 -0.01
Si 1.392 -1.487 1.600 0.00 -0.04 -0.01
Te 1.427 -1.682 -0.845 -0.02 0.01 -0.02
Si 2.342 0.515 2.334 -0.01 -0.01 -0.01
C 1.973 0.857 4.160 -0.01 -0.01 0.01
C 4.216 0.448 2.132 0.02 0.02 0.00
C 1.694 1.958 1.324 0.00 0.02 -0.02
Si 2.639 -3.241 2.511 0.00 0.00 0.00
C 1.687 -4.863 2.358 -0.01 -0.01 0.00
C 4.263 -3.445 1.581 0.02 0.01 -0.01
C 3.053 -3.000 4.345 -0.02 0.03 0.00
H -2.748 -0.111 2.521 0.00 -0.01 0.00
H -1.685 0.267 1.159 0.00 0.00 0.00
H -1.248 0.789 2.785 0.00 0.00 0.00
H -1.805 -2.029 4.713 0.00 0.00 0.00
H -0.213 -1.273 4.883 0.00 0.00 0.00
H -0.336 -2.996 4.522 0.00 0.00 0.00
H -2.766 -3.042 1.920 0.00 0.01 0.00
H -1.271 -3.988 1.793 0.00 0.00 0.00
H -1.691 -2.851 0.517 0.00 0.00 0.00
H 2.301 0.028 4.793 0.00 0.00 0.00
H 0.900 0.990 4.317 0.00 0.00 0.00
H 2.477 1.766 4.502 0.00 0.00 -0.01
H 4.664 -0.295 2.798 -0.01 0.00 0.00
H 4.671 1.419 2.352 0.00 0.00 0.00
H 4.468 0.175 1.105 0.00 0.00 0.00
H 0.617 2.082 1.449 0.00 -0.01 0.01
H 1.879 1.777 0.263 0.00 -0.01 0.00
H 2.180 2.897 1.604 0.01 0.00 0.01
H 1.372 -5.010 1.323 0.00 0.00 0.00
H 0.790 -4.856 2.983 0.00 0.00 0.00
H 2.303 -5.717 2.658 0.00 0.00 0.00
H 4.057 -3.544 0.513 0.00 0.00 0.00
H 4.812 -4.328 1.923 -0.01 0.00 0.01
H 4.903 -2.569 1.709 0.00 0.00 0.01
H 2.147 -2.847 4.936 0.01 0.00 0.01
H 3.691 -2.123 4.485 0.00 0.00 0.00
H 3.582 -3.868 4.751 0.00 -0.01 -0.01
C -3.369 0.676 -6.121 -0.03 -0.01 -0.06
C -3.441 2.169 -6.097 -0.02 0.01 0.00
C -4.228 2.846 -7.002 0.00 -0.01 0.00
C -4.333 4.245 -7.030 0.01 0.02 0.02
C -3.583 4.954 -6.074 -0.02 -0.02 -0.01
C -2.779 4.335 -5.146 -0.01 -0.01 0.01
C -1.999 5.132 -4.147 0.00 0.00 0.00
C -2.634 2.864 -5.071 0.06 0.11 0.01
N -1.879 2.261 -4.209 -0.08 -0.18 -0.08
H -3.998 0.263 -6.918 0.00 0.00 0.00
H -3.685 0.245 -5.161 0.03 0.01 0.02
H -2.336 0.332 -6.269 0.00 -0.01 0.03
H -4.797 2.262 -7.731 0.00 0.00 0.00
H -4.961 4.755 -7.753 0.00 0.00 0.00
H -3.640 6.045 -6.066 0.01 0.00 0.01
H -2.168 6.208 -4.279 0.00 0.00 0.00
H -0.927 4.918 -4.227 0.00 0.00 0.00
H -2.264 4.844 -3.123 0.00 0.00 0.00
```
Forces are in eV/Å.

These are the natural (NBO) partial charges, in e, on atoms 1 to 2: 0.87 -1.11

***

Record 3
The following is a DFT calculation (the ωB97M-V functional and the def2-TZVPD basis) of C17H36N3Si2 as an isolated structure.

**Frontier orbital gap**: 5.3688 eV
**Net charge**: -1
**LUMO energy**: 0.069 hartree

The geometry in XYZ format:
```
58
Properties=species:S:1:pos:R:3:forces:R:3
C -1.925 0.241 0.151 -0.41 0.46 0.54
C -2.522 0.700 1.501 1.02 -0.31 0.04
C -2.466 -0.418 2.556 -0.59 0.27 -0.46
C -3.345 -1.630 2.230 0.24 -0.42 0.65
C -3.508 -2.573 3.453 -0.19 0.39 -0.09
C -2.231 -2.769 4.281 0.01 -0.34 -0.31
C -2.222 -4.082 5.080 -0.12 0.64 0.53
C -0.840 -4.723 5.277 0.00 -0.16 -0.12
C 0.012 -3.958 6.205 -0.13 0.00 0.04
N 0.677 -3.382 6.945 -0.10 -0.07 -0.15
C -0.044 -4.969 3.982 -0.05 0.15 -0.49
C -0.775 -5.852 3.055 0.21 -0.54 0.44
N -1.300 -6.676 2.448 0.01 0.45 0.01
H -0.840 0.334 0.180 0.02 -0.23 -0.03
H -2.212 -0.791 -0.047 0.05 0.05 -0.35
H -2.265 0.907 -0.641 0.00 -0.21 -0.17
H -3.519 1.127 1.390 -0.09 -0.13 0.03
H -1.847 1.478 1.869 -0.36 0.29 0.00
H -1.413 -0.690 2.649 -0.02 -0.19 0.14
H -2.800 -0.029 3.524 0.13 0.10 0.02
H -2.953 -2.223 1.402 0.12 0.15 -0.06
H -4.341 -1.290 1.936 0.02 0.04 -0.10
H -4.287 -2.149 4.095 0.03 -0.09 0.08
H -3.887 -3.543 3.119 0.05 0.01 -0.04
H -2.103 -1.931 4.966 0.10 0.03 -0.03
H -1.371 -2.735 3.609 -0.03 -0.04 -0.06
H -2.916 -4.819 4.674 0.21 -0.06 -0.27
H -2.598 -3.856 6.083 -0.08 -0.18 -0.02
H -1.006 -5.705 5.727 0.09 0.05 0.15
H 0.916 -5.420 4.233 -0.05 -0.18 -0.10
H 0.191 -4.046 3.452 -0.06 0.08 0.15
C 2.236 5.171 -5.933 0.17 -0.17 -0.26
Si 2.465 3.554 -4.972 -0.70 0.46 1.23
C 4.336 3.243 -4.934 0.10 -0.06 -0.48
C 1.690 2.204 -6.057 0.29 0.02 -0.40
N 1.762 3.699 -3.448 0.41 -0.77 -0.20
Si 1.732 2.499 -2.268 -0.16 1.31 -0.90
C 3.450 1.969 -1.664 -0.15 -0.41 0.34
C 0.791 0.940 -2.799 0.10 -0.34 0.48
C 0.825 3.141 -0.731 0.07 -0.39 0.17
H 2.683 5.100 -6.931 -0.03 0.08 -0.01
H 1.174 5.398 -6.049 -0.01 0.01 0.04
H 2.711 6.000 -5.403 -0.03 0.01 0.03
H 4.773 3.363 -5.934 0.04 0.00 0.04
H 4.572 2.231 -4.599 0.00 -0.01 0.09
H 4.824 3.953 -4.265 -0.03 -0.01 0.06
H 0.603 2.301 -6.064 -0.02 -0.01 0.06
H 1.949 1.203 -5.707 -0.05 -0.03 0.06
H 2.043 2.285 -7.094 -0.04 -0.04 0.01
H 3.985 1.390 -2.419 0.04 0.05 -0.06
H 3.373 1.338 -0.768 0.06 0.02 -0.01
H 4.047 2.845 -1.407 0.00 0.04 -0.06
H -0.185 1.203 -3.211 0.02 0.05 -0.05
H 0.629 0.277 -1.938 -0.05 -0.05 -0.07
H 1.344 0.367 -3.546 -0.01 0.03 -0.08
H -0.204 3.416 -0.975 0.01 0.05 -0.03
H 1.335 4.015 -0.322 -0.02 0.04 -0.03
H 0.797 2.367 0.048 -0.04 0.08 0.06
```
Forces are in eV/Å.

These are the natural (NBO) partial charges, in e, on atoms 1 to 2: -0.61 -0.39

***

Record 4
The following is a DFT calculation (the ωB97M-V functional and the def2-TZVPD basis) of a 3-piece molecular cluster, C17H36N4PS overall.

**Frontier orbital gap**: 7.5185 eV
**Net charge**: -1
**LUMO energy**: 0.102 hartree

The geometry in XYZ format:
```
59
Properties=species:S:1:pos:R:3:forces:R:3
S 3.642 1.190 -0.231 0.07 0.07 -0.02
P 1.799 1.802 0.063 0.11 -0.62 -0.46
N 0.634 1.089 -0.781 -0.17 0.53 0.45
C -0.608 1.649 -0.489 0.00 -0.42 -0.36
C -1.490 1.083 0.437 -0.26 0.23 0.03
C -2.739 1.659 0.639 0.41 -0.02 -0.23
C -3.088 2.780 -0.099 -0.25 -0.20 0.19
N -2.295 3.330 -1.016 0.21 -0.05 0.12
C -1.100 2.772 -1.184 -0.03 0.01 -0.03
H 1.699 3.205 -0.124 0.03 0.09 0.21
H 1.496 1.696 1.450 -0.03 0.22 0.06
H -1.184 0.200 0.975 0.07 -0.14 0.09
H -3.422 1.234 1.357 -0.19 -0.01 0.10
H -4.060 3.231 0.049 -0.12 0.15 -0.05
H -0.461 3.194 -1.946 0.10 0.14 -0.13
C 7.009 -1.108 5.889 -0.01 -0.02 0.04
C 5.743 -1.075 5.044 0.04 -0.08 0.07
N 6.000 -0.825 3.642 -0.07 0.07 -0.05
C 4.804 -0.485 2.878 -0.10 0.07 -0.03
C 3.710 -1.548 2.744 -0.04 0.00 0.00
C 6.921 -1.742 3.002 0.20 -0.08 -0.01
C 6.588 -3.241 3.035 0.05 -0.02 -0.08
H 7.597 -0.202 5.739 0.01 0.00 -0.04
H 6.746 -1.174 6.947 0.00 -0.01 0.00
H 7.637 -1.969 5.656 0.01 0.00 -0.01
H 5.108 -0.264 5.409 -0.06 0.00 -0.07
H 5.179 -2.008 5.216 -0.01 0.01 0.04
H 5.100 -0.164 1.880 0.06 -0.01 0.01
H 4.361 0.402 3.339 0.05 0.00 0.06
H 3.993 -2.341 2.052 0.01 -0.03 0.02
H 2.809 -1.084 2.340 0.03 0.03 -0.04
H 3.452 -2.000 3.704 0.02 0.00 0.01
H 7.908 -1.606 3.455 -0.03 0.00 0.05
H 7.040 -1.425 1.964 -0.09 0.03 -0.01
H 6.286 -3.571 4.031 0.00 0.02 0.02
H 7.472 -3.819 2.755 0.00 0.01 0.00
H 5.796 -3.501 2.336 -0.06 0.01 0.05
C -6.847 -0.990 -5.248 0.01 -0.02 -0.03
C -5.762 0.049 -5.006 0.02 -0.13 -0.04
N -5.894 0.724 -3.732 -0.10 0.14 0.05
C -5.059 1.909 -3.613 0.09 0.20 -0.03
C -3.541 1.723 -3.641 0.02 -0.02 -0.03
C -5.926 -0.140 -2.565 -0.07 -0.21 0.12
C -4.739 -1.085 -2.334 0.00 0.02 0.10
H -7.838 -0.551 -5.122 0.00 0.01 0.04
H -6.771 -1.374 -6.267 0.01 0.00 0.00
H -6.759 -1.841 -4.572 0.00 0.00 0.01
H -5.834 0.810 -5.789 0.05 0.06 0.04
H -4.778 -0.431 -5.134 -0.01 0.00 -0.03
H -5.332 2.424 -2.688 -0.01 -0.06 0.04
H -5.342 2.593 -4.421 -0.04 -0.09 -0.05
H -3.170 1.280 -2.720 0.05 -0.02 0.00
H -3.054 2.693 -3.737 0.00 0.02 0.04
H -3.216 1.104 -4.480 -0.05 -0.01 -0.01
H -6.839 -0.742 -2.614 0.02 0.01 -0.06
H -6.052 0.494 -1.684 0.05 0.08 -0.03
H -4.456 -1.616 -3.245 -0.01 0.00 -0.02
H -5.011 -1.838 -1.590 -0.01 0.01 0.00
H -3.862 -0.562 -1.958 0.02 -0.01 -0.06
```
Forces are in eV/Å.

These are the natural (NBO) partial charges, in e, on atoms 1 to 2: -0.75 1.17

***

Number 1: electronic energy -4517.942111 a.u., largest force on an atom 1.89 eV/Å. Number 2: electronic energy -2750.115073 a.u., largest force on an atom 0.21 eV/Å. Number 3: electronic energy -1412.720036 a.u., largest force on an atom 1.60 eV/Å. Number 4: electronic energy -1627.947122 a.u., largest force on an atom 0.78 eV/Å.